Here is C25H34N4O4STi as an isolated structure from the Open Molecules 2025 dataset. Energies are from ωB97M-V/def2-TZVPD.

The geometry in XYZ format:
```
69
Properties=species:S:1:pos:R:3:forces:R:3:mulliken_spin:R:1
Ti 1.357 -0.094 1.175 -0.5 0.2 -0.6 0.889
S 0.403 1.494 -0.746 0.0 -0.1 -0.1 -0.008
O -1.410 -2.541 -1.950 -0.1 0.0 0.0 0.000
O 1.417 3.637 2.645 -0.1 0.0 0.2 0.005
O 1.777 1.756 1.506 0.5 0.0 0.2 -0.009
O -1.818 -0.025 3.780 0.0 -0.1 0.0 -0.005
N -0.618 -0.449 -2.215 -0.2 0.1 0.0 0.000
N 0.198 0.299 2.719 0.0 0.0 -0.1 0.002
N -1.955 1.457 -1.974 0.0 -0.1 -0.1 0.002
N -0.508 -1.268 0.790 0.1 -0.2 0.1 -0.009
C 5.262 1.598 1.787 0.0 0.1 -0.1 -0.004
C -3.553 -0.103 -5.375 0.0 0.0 0.0 0.000
C -3.131 1.684 0.761 0.0 -0.1 0.1 0.000
C 1.224 2.464 2.490 0.1 -0.1 -0.1 0.019
C -2.694 -1.160 -3.396 0.0 0.0 0.1 -0.001
C -2.367 2.752 -1.414 0.0 -0.1 0.0 -0.001
C -1.582 -1.463 -2.470 0.0 0.0 -0.1 0.002
C -3.500 2.586 -0.408 0.0 0.1 0.0 0.000
C -4.965 -1.556 -4.063 0.0 0.0 0.0 0.000
C -4.781 -0.713 -5.153 0.0 0.0 0.0 0.000
C 2.311 -2.184 -0.180 0.1 0.0 0.1 -0.009
C 1.614 -3.155 -1.087 -0.1 0.0 0.0 0.003
C -3.918 -1.794 -3.190 0.0 0.0 0.0 0.000
C -1.175 -1.566 2.072 0.1 0.0 0.0 0.007
C 3.668 -0.199 0.179 0.1 0.1 0.1 0.015
C -0.831 0.821 -1.713 0.1 0.2 0.0 0.006
C 4.739 0.330 2.451 0.0 0.0 0.0 -0.007
C 2.420 -2.446 1.198 0.0 0.0 -0.1 0.044
C -0.980 -0.354 2.968 -0.1 0.0 0.2 0.011
C 4.072 0.671 3.784 -0.1 0.0 0.1 0.022
C 0.365 1.581 3.382 0.1 0.2 0.2 0.006
C 3.847 -0.497 1.542 0.0 0.0 -0.1 -0.004
C 3.193 -1.643 2.032 0.0 0.3 0.0 0.000
C 2.937 -1.035 -0.669 0.0 -0.1 0.1 0.032
C -2.507 -0.318 -4.493 0.0 0.0 0.0 0.000
H 5.858 1.389 0.897 0.0 0.0 0.0 0.000
H 1.090 -2.676 -1.913 0.1 -0.1 0.0 -0.002
H -1.075 -0.576 0.314 -0.1 0.0 -0.1 -0.013
H -4.398 2.216 -0.909 0.0 0.0 0.0 0.000
H -3.412 0.532 -6.239 0.0 0.0 0.0 0.000
H 4.438 2.260 1.514 0.0 0.0 0.0 0.001
H 2.848 -0.770 -1.715 0.0 0.0 0.0 0.002
H -1.497 3.201 -0.943 0.0 0.0 0.0 0.000
H 4.097 0.706 -0.225 0.0 0.0 0.0 0.000
H -1.543 0.146 -4.663 0.0 0.0 0.0 0.000
H 5.903 2.137 2.483 0.0 0.0 0.0 0.000
H -0.480 -2.082 0.179 -0.1 0.0 0.0 0.014
H 4.802 1.132 4.447 0.0 0.0 0.0 0.000
H -2.614 1.010 -2.598 0.0 0.0 0.0 0.000
H -3.013 0.644 0.436 0.0 0.0 0.0 0.000
H -2.239 -1.766 1.953 0.0 0.0 0.0 0.002
H 0.887 1.482 4.339 -0.1 0.0 0.0 -0.006
H -5.922 -2.032 -3.903 0.0 0.0 0.0 0.000
H -4.034 -2.465 -2.349 0.0 0.0 0.0 0.000
H -0.592 2.057 3.598 0.0 0.0 0.0 -0.002
H 3.268 -1.896 3.081 0.0 0.0 0.0 -0.003
H 3.672 -0.200 4.304 0.0 0.0 0.0 -0.001
H -3.748 3.587 -0.047 0.0 0.0 0.0 0.000
H -2.661 3.382 -2.253 0.0 0.0 0.0 0.000
H -2.198 2.000 1.233 0.0 0.0 0.0 0.000
H -3.902 1.678 1.530 0.0 0.0 0.0 0.000
H 3.264 1.388 3.638 0.0 0.0 0.0 -0.007
H 1.919 -3.312 1.614 0.0 0.0 0.0 0.002
H 5.589 -0.330 2.663 0.0 0.0 0.0 0.001
H 2.351 -3.836 -1.517 0.0 0.0 0.0 0.000
H 0.245 -0.828 -1.849 0.0 0.0 0.0 0.004
H -0.707 -2.439 2.530 0.0 0.0 0.0 0.001
H -5.599 -0.538 -5.839 0.0 0.0 0.0 0.000
H 0.888 -3.766 -0.551 0.0 0.0 0.0 -0.001
```
Positions in Å, forces in eV/Å.

Computed properties:
- <S²> = 0.75
- multiplicity = 2
- total charge = +1
- E (Ha) = -2740.64906
- energy above the lowest of the compared OMol25 structures with the same formula, charge and spin (eV) = 0.112